## P
C45H45ClIN6O4P2RbS as an isolated structure. Source: OMol25; level of theory: ωB97M-V with the def2-TZVPD basis set.

Properties
E_HOMO   -0.2254 Ha
Lowest unoccupied orbital energy   0.053 eV
Kohn-Sham gap   6.19 eV

Structure (ORCA input):
```
! wB97M-V def2-TZVPD RIJCOSX def2/J DEFGRID3
* xyz 0 1
Rb 0.65 -2.03 -0.34
C -3.26 3.53 1.29
S -4.11 3.60 -0.31
C -2.75 4.15 -1.40
C -2.06 3.02 -2.16
C -1.36 2.07 -1.19
N -0.78 0.83 -1.78
P 0.80 0.82 -2.52
C 0.69 2.25 -3.69
C 0.80 3.60 -3.37
C 0.62 4.58 -4.33
C 0.32 4.22 -5.65
C 0.21 2.88 -5.98
C 0.40 1.90 -5.01
C 1.87 1.53 -1.20
C 3.09 2.12 -1.58
C 3.96 2.66 -0.65
C 3.64 2.60 0.71
C 2.49 1.95 1.11
C 1.62 1.39 0.17
P -1.83 -0.50 -1.99
C -3.24 -0.03 -3.04
C -4.39 0.53 -2.48
C -5.39 1.04 -3.30
C -5.26 0.98 -4.68
C -4.12 0.42 -5.24
C -3.11 -0.08 -4.43
C -2.61 -0.71 -0.34
C -3.69 -1.60 -0.35
C -4.35 -1.95 0.82
C -3.93 -1.43 2.03
C -2.82 -0.60 2.07
C -2.16 -0.25 0.90
H -4.04 3.37 2.04
H -2.77 4.48 1.49
H -2.55 2.71 1.33
H -2.04 4.71 -0.79
H -3.20 4.85 -2.10
H -1.36 3.46 -2.87
H -2.81 2.48 -2.75
H -2.09 1.79 -0.44
H -0.56 2.61 -0.68
H 1.01 3.90 -2.35
H 0.70 5.63 -4.06
H 0.18 4.99 -6.40
H -0.02 2.60 -7.00
H 0.32 0.85 -5.28
H 3.33 2.19 -2.64
H 4.87 3.14 -0.97
H 4.31 3.03 1.44
H 2.25 1.85 2.16
H 0.74 0.85 0.51
H -4.49 0.63 -1.41
H -6.27 1.48 -2.85
H -6.05 1.37 -5.32
H -4.01 0.38 -6.32
H -2.23 -0.51 -4.87
H -4.02 -2.03 -1.29
H -5.18 -2.65 0.78
H -4.44 -1.71 2.95
H -2.45 -0.24 3.02
H -1.27 0.37 0.98
Cl 0.21 -9.28 1.76
C -0.02 -7.55 1.55
C -0.92 -6.89 2.33
C -1.13 -5.52 2.18
I -2.49 -4.57 3.45
C -0.49 -4.72 1.21
O -0.73 -3.49 1.01
C 0.54 -5.45 0.44
N 1.32 -4.71 -0.40
C 2.26 -5.30 -1.09
C 2.51 -6.68 -1.03
C 1.76 -7.44 -0.19
C 0.75 -6.84 0.60
H -1.48 -7.45 3.08
H 2.86 -4.67 -1.74
H 3.29 -7.12 -1.64
H 1.93 -8.51 -0.10
N 1.35 -0.79 2.84
C 1.56 -0.08 3.73
N 1.83 0.74 4.76
C 3.24 1.12 4.96
C 3.37 1.71 6.35
O 2.47 2.80 6.53
C 1.13 2.37 6.40
C 0.86 1.81 5.02
H 3.55 1.86 4.21
H 3.86 0.24 4.86
H 4.38 2.11 6.48
H 3.19 0.94 7.10
H 0.49 3.23 6.59
H 0.91 1.60 7.15
H 0.96 2.61 4.28
H -0.14 1.40 4.97
N 4.68 -0.66 0.29
C 5.68 -1.12 1.07
C 5.20 -2.26 1.68
C 3.89 -2.39 1.19
N 3.58 -1.41 0.35
H 4.67 0.18 -0.27
H 6.63 -0.62 1.13
H 5.73 -2.91 2.36
H 3.15 -3.16 1.42
O -1.27 -1.99 -2.04
O -0.88 -1.21 -3.28
*
```

---

## Q
C45H45ClIN6O4P2RbS as an isolated structure. Source: OMol25; level of theory: ωB97M-V with the def2-TZVPD basis set.

Properties
E_HOMO   -0.2404 Ha
Lowest unoccupied orbital energy   0.260 eV
Kohn-Sham gap   6.80 eV

Structure (ORCA input):
```
! wB97M-V def2-TZVPD RIJCOSX def2/J DEFGRID3
* xyz 0 1
Rb -1.25 -1.42 -0.45
C 4.57 4.33 0.18
S 3.07 5.22 0.64
C 2.27 4.02 1.75
C 1.24 3.12 1.09
C 1.91 2.22 0.07
N 1.05 1.19 -0.60
P 1.99 -0.18 -0.93
C 3.67 0.27 -1.40
C 3.97 0.70 -2.70
C 5.23 1.17 -3.01
C 6.22 1.22 -2.04
C 5.94 0.81 -0.75
C 4.68 0.34 -0.43
C 2.18 -0.96 0.70
C 1.37 -0.66 1.79
C 1.42 -1.45 2.94
C 2.28 -2.53 3.00
C 3.08 -2.86 1.91
C 3.02 -2.08 0.77
P -0.20 1.60 -1.75
C 0.68 2.80 -2.80
C 1.05 4.08 -2.39
C 1.80 4.90 -3.22
C 2.18 4.45 -4.48
C 1.81 3.18 -4.91
C 1.06 2.37 -4.07
C -1.36 2.64 -0.79
C -1.67 2.41 0.54
C -2.68 3.14 1.17
C -3.41 4.08 0.45
C -3.13 4.29 -0.89
C -2.11 3.59 -1.51
H 5.20 5.03 -0.35
H 4.37 3.48 -0.47
H 5.10 3.99 1.07
H 1.80 4.60 2.54
H 3.07 3.43 2.22
H 0.46 3.73 0.63
H 0.75 2.52 1.87
H 2.72 1.71 0.58
H 2.36 2.84 -0.70
H 3.20 0.66 -3.45
H 5.44 1.49 -4.02
H 7.21 1.59 -2.29
H 6.71 0.86 0.02
H 4.47 0.04 0.59
H 0.64 0.14 1.74
H 0.75 -1.23 3.76
H 2.31 -3.14 3.90
H 3.74 -3.71 1.95
H 3.63 -2.35 -0.09
H 0.76 4.44 -1.40
H 2.09 5.89 -2.88
H 2.76 5.10 -5.13
H 2.09 2.84 -5.89
H 0.77 1.38 -4.40
H -1.14 1.66 1.11
H -2.91 2.95 2.21
H -4.21 4.63 0.94
H -3.70 5.02 -1.45
H -1.90 3.78 -2.55
Cl -6.91 1.67 3.74
C -5.41 0.98 3.16
C -4.31 0.99 3.97
C -3.10 0.43 3.53
I -1.43 0.61 4.76
C -2.91 -0.17 2.27
O -1.82 -0.68 1.87
C -4.11 -0.13 1.41
N -3.97 -0.63 0.15
C -4.99 -0.61 -0.67
C -6.25 -0.10 -0.30
C -6.42 0.41 0.95
C -5.33 0.42 1.85
H -4.38 1.43 4.95
H -4.83 -0.99 -1.67
H -7.07 -0.12 -1.01
H -7.37 0.82 1.26
N -1.27 -4.31 0.08
C -1.13 -4.72 1.15
N -0.94 -5.14 2.40
C 0.20 -5.99 2.73
C -0.29 -7.41 2.97
O -1.31 -7.42 3.96
C -2.45 -6.66 3.55
C -2.07 -5.21 3.34
H 0.65 -5.61 3.65
H 0.93 -5.95 1.93
H 0.51 -8.04 3.33
H -0.68 -7.82 2.03
H -3.18 -6.75 4.35
H -2.87 -7.08 2.63
H -1.76 -4.76 4.28
H -2.90 -4.64 2.94
N -0.86 -1.81 -3.98
C -0.84 -2.64 -5.04
C -1.94 -3.45 -4.94
C -2.57 -3.03 -3.74
N -1.90 -2.04 -3.16
H -0.15 -1.14 -3.70
H -0.06 -2.59 -5.78
H -2.25 -4.23 -5.61
H -3.46 -3.42 -3.28
O 1.26 -1.43 -1.58
O 1.44 -0.42 -2.69
*
```

---

Among the structures shown above, Q is the most stable, with the second-best lying 22.8 kcal/mol higher.